Entry A
DFT (ωB97M-V/def2-TZVPD) results for a 2-piece molecular cluster, C12H17N overall.

```
30
Properties=species:S:1:pos:R:3
C -0.50141 -2.34013 1.85026
C -2.01248 0.26317 -0.39294
C -1.25940 0.01439 0.78085
C -1.14601 -1.44626 0.87493
C -1.73080 -1.93051 -0.27138
C -2.18309 1.64089 -0.86801
C -1.55722 2.63803 -0.16474
C -0.61284 2.28385 0.98823
C -0.64419 1.02438 1.57681
N -2.13174 -0.89174 -1.17488
H -2.83865 1.82190 -1.75625
H -1.73216 3.61610 -0.55010
H -2.82223 -0.94809 -1.84733
H -0.03478 3.08445 1.47198
H -1.79380 -2.94802 -0.67867
H -0.31935 0.97796 2.52728
H -0.44083 -2.13032 2.94017
H 0.60132 -2.15297 1.59360
H -0.83613 -3.35114 1.71625
C 2.04160 -0.27379 -1.45996
C 1.73404 1.10241 -0.95008
C 2.66831 -0.78986 -0.08434
H 2.95956 -0.32840 -2.30482
H 1.12027 -0.72687 -1.81863
H 2.54390 1.53021 -0.42834
H 1.65005 1.75431 -1.74024
H 1.85186 -0.98219 0.70319
H 3.25270 -0.05660 0.32657
H 0.86620 1.16893 -0.40562
H 3.30731 -1.62409 -0.45380
```

- SMILES: Cc1c[nH]c2ccccc12.CCC
- HOMO: -0.294 Ha

Let us look at the Löwdin charges, expressed in e, one per atom: -0.057, -0.202, -0.134, -0.249, -0.058, -0.038, -0.065, -0.070, -0.038, 0.085, 0.114, 0.078, 0.108, 0.098, 0.121, 0.071, 0.087, 0.079, 0.069, -0.242, -0.166, -0.113, 0.155, 0.083, 0.065, 0.049, 0.073, 0.015, 0.008, 0.072


Entry B
DFT (ωB97M-V/def2-TZVPD) results for a 2-piece molecular cluster, C12H17N overall.

```
30
Properties=species:S:1:pos:R:3
C -2.35055 1.18534 0.66706
C 1.47540 1.64229 0.83405
C 0.24494 1.31144 0.07897
C -0.83142 1.23763 1.04525
C -0.13453 1.30093 2.35901
C 2.59335 1.96039 -1.34173
C 2.64721 2.01742 0.10283
C 1.39734 1.73244 -1.96737
C 0.15385 1.43094 -1.20626
N 1.17430 1.49695 2.25862
H 3.44372 2.00332 -1.78727
H 3.49016 2.05154 0.67750
H 1.44017 1.94041 -3.09730
H -0.84631 1.43193 -1.67374
H 1.70198 1.85402 2.97997
H -0.81896 1.01206 3.26887
H -2.42588 0.72818 -0.29694
H -2.62956 2.24131 0.56543
H -2.94413 0.65641 1.39821
C -0.44011 -3.11025 -0.96019
C -1.90766 -2.82535 -0.28338
C 0.58635 -2.21054 -0.29679
H -0.41410 -4.14860 -0.84145
H -0.53190 -2.77207 -2.00336
H -2.72028 -2.80254 -1.00047
H 0.55621 -2.67067 0.67582
H 1.63467 -2.26578 -0.64095
H -1.85913 -1.79279 0.08734
H -2.18218 -3.54402 0.49980
H 0.49705 -1.09235 -0.10152
```

- SMILES: Cc1c[nH]c2ccccc12.CCC
- HOMO: -0.272 Ha

Let us look at the Löwdin charges, expressed in e, one per atom: -0.045, -0.103, -0.266, -0.175, -0.088, -0.097, 0.014, -0.058, -0.048, 0.064, 0.030, 0.064, 0.120, 0.118, 0.113, 0.149, 0.043, 0.079, 0.065, -0.263, -0.091, -0.134, 0.067, 0.091, 0.048, 0.059, 0.072, 0.040, 0.062, 0.071


Entry C
DFT (ωB97M-V/def2-TZVPD) results for a 2-piece molecular cluster, C12H17N overall.

```
30
Properties=species:S:1:pos:R:3
C 0.78714 0.23783 -2.77046
C 1.02002 0.82479 0.91056
C 1.14953 -0.11132 -0.18993
C 0.74347 0.65240 -1.31493
C 0.45988 1.93164 -0.92312
C 1.18705 0.41371 2.22314
C 1.64861 -0.90780 2.38298
C 1.84408 -1.76470 1.32643
C 1.56048 -1.40601 -0.00011
N 0.78706 2.11132 0.43311
H 1.03163 1.14472 3.03330
H 1.74274 -1.20709 3.39805
H 0.93560 2.98094 0.89426
H 2.18471 -2.77360 1.50202
H 0.26042 2.66647 -1.66717
H 1.61572 -2.21800 -0.71636
H 1.71049 0.53621 -3.24957
H 0.14040 0.80061 -3.45636
H 0.40312 -0.79473 -2.88625
C -2.64641 -1.00919 -0.65358
C -3.96682 -1.31557 0.10141
C -2.34871 0.49088 -0.67874
H -1.91861 -1.50519 -0.02419
H -2.62374 -1.59881 -1.56963
H -3.69220 -1.41698 1.18064
H -3.08148 0.99258 -1.43434
H -2.40200 0.98064 0.31853
H -4.55550 -2.24295 -0.12271
H -4.61755 -0.45501 0.23671
H -1.44912 0.68060 -1.18472
```

- SMILES: Cc1c[nH]c2ccccc12.CCC
- HOMO: -0.283 Ha

Let us look at the Löwdin charges, expressed in e, one per atom: -0.043, -0.207, -0.145, -0.284, -0.076, -0.018, -0.104, -0.106, -0.021, 0.098, 0.114, 0.087, 0.140, 0.096, 0.120, 0.112, 0.073, 0.073, 0.086, -0.307, -0.138, -0.115, 0.081, 0.096, 0.069, 0.109, 0.094, 0.075, 0.052, -0.009


Entry D
DFT (ωB97M-V/def2-TZVPD) results for a 2-piece molecular cluster, C12H17N overall.

```
30
Properties=species:S:1:pos:R:3
C 2.33261 1.97885 -0.96633
C 2.47534 -0.58055 -0.71663
C 1.79351 0.59380 -0.79241
C 0.34229 -1.18184 -1.06488
C 0.41565 0.22396 -1.02397
C -0.85216 -1.81598 -1.39499
C -0.74205 1.00037 -1.16669
C -2.00109 -1.03667 -1.46246
C -1.95003 0.35368 -1.33002
N 1.60843 -1.64306 -0.79449
H 3.54708 -0.67178 -0.68920
H 1.85622 -2.61026 -0.91266
H 1.67557 2.61934 -1.54719
H 3.29393 1.93511 -1.48399
H -0.94160 -2.89660 -1.38854
H -0.64158 2.07159 -1.07347
H -2.93773 -1.57119 -1.54104
H -2.87435 0.90866 -1.36050
H 2.49852 2.51278 -0.02382
C -1.04129 0.68711 3.36452
C 0.11072 0.14628 2.50249
C -2.36971 0.65457 2.61025
H -1.13751 0.04938 4.24672
H -0.85018 1.70979 3.67709
H 0.25773 -0.92213 2.68071
H -2.40718 1.41858 1.83902
H -2.55577 -0.31933 2.15791
H -3.19598 0.81834 3.30715
H -0.12318 0.26648 1.44944
H 1.04791 0.67536 2.68223
```

- SMILES: Cc1c[nH]c2ccccc12.CCC
- HOMO: -0.288 Ha

Let us look at the Löwdin charges, expressed in e, one per atom: -0.046, -0.063, -0.231, -0.222, -0.173, -0.022, -0.035, -0.100, -0.105, 0.078, 0.121, 0.150, 0.069, 0.077, 0.105, 0.108, 0.097, 0.097, 0.076, -0.307, -0.108, -0.131, 0.094, 0.093, 0.075, 0.063, 0.069, 0.064, 0.040, 0.068


Most stable structure - entry D; separation to the second - 31.8 kcal/mol.


Entry A
DFT (ωB97M-V/def2-TZVPD) results for a 2-piece molecular cluster, C12H17N overall.

```
30
Properties=species:S:1:pos:R:3
C 3.53046 -0.68671 1.41951
C 0.39849 -0.96670 -0.63865
C 1.60474 -0.28786 -0.35358
C 2.15617 -0.79006 0.85413
C 1.28946 -1.80253 1.24594
C -0.25944 -0.83234 -1.86690
C 0.26806 0.13340 -2.71897
C 2.09813 0.66553 -1.21149
C 1.45347 0.81090 -2.43714
N 0.26175 -1.94281 0.30214
H -0.50371 -2.58899 0.35881
H -1.15692 -1.37199 -2.11908
H 1.26114 -2.43279 2.11928
H -0.26337 0.43569 -3.63696
H 2.92378 1.32129 -0.93165
H 4.20577 -0.29272 0.64245
H 3.99812 -1.59191 1.83325
H 1.85511 1.45293 -3.20992
H 3.64126 -0.01989 2.26058
C -2.82607 0.43130 0.73681
C -3.25183 1.55747 -0.27475
C -1.83449 0.92772 1.80734
H -3.69735 -0.10037 1.17077
H -2.42669 -0.39758 0.13177
H -3.10852 1.10750 -1.26184
H -2.21950 0.66274 2.80578
H -0.86208 0.38836 1.70760
H -2.54314 2.38941 -0.29607
H -4.28077 1.83621 -0.06100
H -1.71204 1.98480 1.62185
```

- SMILES: Cc1c[nH]c2ccccc12.CCC
- HOMO: -0.285 Ha

Let us look at the Löwdin charges, expressed in e, one per atom: -0.058, -0.238, -0.175, -0.220, -0.038, -0.024, -0.107, -0.026, -0.102, 0.074, 0.148, 0.103, 0.116, 0.106, 0.116, 0.079, 0.080, 0.095, 0.064, -0.305, -0.105, -0.104, 0.095, 0.062, 0.055, 0.068, 0.060, 0.063, 0.062, 0.054


Entry B
DFT (ωB97M-V/def2-TZVPD) results for a 2-piece molecular cluster, C12H17N overall.

```
30
Properties=species:S:1:pos:R:3
C -0.08033 -1.19974 0.00003
C 0.46999 -2.17309 1.07079
C 0.93225 -0.20252 -0.44914
C 1.42273 -0.04889 -1.70685
C 1.41417 0.91581 0.30147
C 2.22616 1.69203 -0.54540
C 1.19637 1.35434 1.61554
C 2.89225 2.83358 -0.10644
C 1.80739 2.50676 2.04644
C 2.65571 3.23148 1.19519
N 2.21451 1.08363 -1.76735
H -0.37590 -1.86741 -0.80927
H -0.97774 -0.72549 0.40608
H 0.52844 -1.74367 2.07239
H 1.31533 -0.57767 -2.63963
H 2.72167 1.36906 -2.58518
H 0.58278 0.75667 2.27523
H 3.45158 3.43933 -0.81258
H 1.63754 2.89441 3.04332
H 3.18985 4.09858 1.56419
H 1.47028 -2.47720 0.77626
H -0.13927 -3.07697 1.07599
C -3.55885 -1.82456 -1.38483
C -4.06434 -1.23386 -0.08366
H -4.37887 -1.90764 -2.10178
H -2.79843 -1.19519 -1.84028
H -3.11429 -2.82842 -1.33152
H -4.53395 -0.27113 -0.29688
H -3.26274 -1.00084 0.61497
H -4.84428 -1.82140 0.40289
```

- SMILES: CCc1c[nH]c2ccccc12.CC
- HOMO: -0.288 Ha

Let us look at the Löwdin charges, expressed in e, one per atom: -0.201, -0.093, -0.198, -0.043, -0.132, -0.221, -0.024, -0.025, -0.102, -0.103, 0.069, 0.101, 0.097, 0.063, 0.121, 0.149, 0.105, 0.107, 0.097, 0.097, 0.073, 0.065, -0.182, -0.170, 0.061, 0.054, 0.064, 0.064, 0.044, 0.064


Entry C
DFT (ωB97M-V/def2-TZVPD) results for a 2-piece molecular cluster, C12H17N overall.

```
30
Properties=species:S:1:pos:R:3
C 2.10304 1.30333 -0.51617
C 1.37547 2.57740 -0.80821
C 3.51505 1.24173 -1.14309
H 2.22198 1.07057 0.54965
H 1.49039 0.44701 -0.93025
H 0.84640 2.97491 0.08807
H 3.40078 1.19416 -2.24186
H 4.20839 2.02466 -0.81605
H 0.55464 2.55913 -1.54458
H 2.00231 3.39937 -1.19131
H 3.89621 0.21692 -0.94390
C -2.40937 1.03616 -0.94990
C -1.58993 -2.08481 0.86619
C -1.31397 -0.65399 0.67001
C -2.40690 -0.21132 -0.17139
C -3.10289 -1.34715 -0.51661
C -0.82123 -2.93214 1.70392
C 0.32011 -2.36306 2.21577
C -0.08479 -0.10883 1.19880
C 0.57751 -1.01583 1.96289
N -2.68585 -2.46953 0.10532
H -2.83471 -3.41144 -0.30345
H -0.93490 -3.97692 1.52573
H -3.90845 -1.37530 -1.26134
H 0.94984 -2.86534 2.91770
H 0.25516 0.91823 0.96581
H -2.10957 1.99463 -0.47471
H -3.31305 1.41817 -1.49113
H 1.55471 -0.65946 2.36844
H -1.75634 1.09873 -1.83435
```

- SMILES: Cc1c[nH]c2ccccc12.CCC
- HOMO: -0.286 Ha

Let us look at the Löwdin charges, expressed in e, one per atom: -0.353, -0.144, -0.123, 0.081, 0.116, 0.074, 0.072, 0.072, 0.065, 0.073, 0.072, -0.088, -0.189, -0.083, -0.234, -0.100, -0.026, -0.105, -0.032, -0.138, 0.062, 0.175, 0.097, 0.130, 0.093, 0.088, 0.076, 0.083, 0.111, 0.071


Most stable structure - entry B; separation to the second - 17.6 kcal/mol.